(1)
DFT (ωB97M-V with the def2-TZVPD basis set) results for C6H6N3OP in the gas phase in a non-equilibrium geometry.

Output
- molar mass (g mol⁻¹) = 167.1
- energy (eV) = -22118.866
- multiplicity = 1
- Kohn-Sham gap (eV) = 10.023
- LUMO level (eV) = 0.86
- HOMO level (eV) = -9.2
- energy relative to the best compared isomer or geometry (same formula, charge and spin) (kJ/mol) = 548.7

Cartesian coordinates (Å):
C 0.52 -2.66 0.74
H 2.57 2.38 1.04
P -0.20 0.13 0.48
C 0.07 -1.70 -0.33
N 2.64 0.37 0.34
N -1.79 2.27 0.02
N -0.71 -2.73 0.44
H 1.30 0.95 -1.33
H -2.02 0.32 -1.20
H 0.15 -1.72 -1.37
H -3.56 1.36 1.05
O -0.20 0.05 1.93
H 1.45 -2.83 1.27
C -2.61 1.55 0.56
C 1.27 0.90 -0.24
C 2.34 1.51 0.57
C -1.70 0.79 -0.29

---

(2)
DFT (ωB97M-V with the def2-TZVPD basis set) results for a molecular structure, C58H40BiF5N3O2P2S2 in a non-equilibrium geometry.

Output
- molar mass (g mol⁻¹) = 1241.0
- energy (eV) = -129022.595
- multiplicity = 1
- Kohn-Sham gap (eV) = 5.483
- LUMO level (eV) = -4.11
- charge = +1
- HOMO level (eV) = -9.6
- energy relative to the best compared isomer or geometry (same formula, charge and spin) (kJ/mol) = 725.1

Cartesian coordinates (Å):
H -2.21 3.65 4.42
C -0.95 -3.33 -0.20
F 5.18 -0.36 0.35
F 4.06 -2.34 4.32
Bi 1.26 -0.12 3.03
C -1.61 0.93 1.73
N 1.47 -0.96 5.27
C -2.27 5.47 -0.71
C 1.01 -2.09 -1.85
H -5.55 -0.63 -3.89
H -1.91 -2.98 -0.56
S 1.23 0.37 7.45
C 1.10 -3.35 6.13
C 1.32 -1.97 6.30
C -2.77 -0.81 -5.52
C 4.48 -0.85 2.52
C -0.61 -2.73 1.12
C 6.23 -1.55 4.00
C 6.81 -0.29 2.04
H -2.37 4.27 1.98
C -2.12 3.23 2.33
H 2.56 2.81 -5.26
C 1.61 1.18 -4.17
F 6.66 -2.33 5.04
C -1.83 0.62 3.07
H -3.31 2.85 -5.33
H -6.24 2.33 -3.21
H -6.37 3.27 -1.06
C 1.76 0.27 5.79
C 0.11 -3.20 -1.33
H 3.02 -4.70 -2.10
F 8.45 -1.46 3.26
H -1.99 -0.41 3.45
C 0.08 -5.43 -0.62
C -0.59 -1.49 -4.62
C -0.01 5.04 -0.09
H -0.57 8.35 -0.05
C 3.86 2.02 -3.74
C -5.40 2.81 -1.28
C -1.25 4.44 -0.41
H 0.29 -6.50 -0.71
C 1.96 -4.07 0.23
C -2.04 6.84 -0.59
P 0.41 -0.47 -2.21
C 2.91 0.52 -2.14
C -5.46 0.18 -4.66
C 1.44 -4.72 -3.39
C -1.05 -4.85 -0.15
C -3.06 2.34 -0.91
C 0.95 -2.12 8.70
C -4.23 1.66 -3.03
C -2.13 2.88 3.68
C 4.90 -1.54 3.69
C 1.12 -1.34 7.55
C -4.18 2.24 -5.41
F 7.73 0.16 1.14
H 1.14 -3.74 5.10
S 2.42 1.52 4.78
P -1.37 2.71 -0.37
H 1.24 6.71 0.24
N 0.78 -5.10 -4.27
H 2.75 -2.19 -3.05
C 2.06 -2.73 -2.39
H 0.31 -2.11 -4.69
H 2.59 -3.07 1.97
C 2.05 -4.22 -2.20
C 1.74 0.42 -2.95
C -1.60 -1.53 -5.61
H 0.82 4.42 0.11
C -4.18 0.99 -4.40
H 0.62 -4.10 9.45
H -5.43 -0.38 -5.62
H -2.23 1.33 5.10
C 1.73 -3.19 1.26
H -0.46 -3.61 -2.19
H -4.52 3.10 0.62
C -0.80 -0.62 -3.55
O -1.94 1.15 -2.56
H -5.05 2.87 -5.21
N 0.61 -2.40 1.53
C 0.84 -3.51 8.57
H -1.90 -5.41 0.28
C -1.92 0.21 -3.55
C -2.02 1.55 4.06
H -1.30 0.18 1.04
C -0.78 7.27 -0.19
C 2.68 2.05 -4.46
H 1.08 -1.64 9.70
C -5.36 2.27 -2.54
H -1.41 -2.71 1.81
C -1.68 2.28 1.35
C 0.87 -4.13 7.29
C 7.20 -1.06 3.15
C 0.24 6.39 -0.03
H 4.68 2.65 -4.15
C -3.13 1.75 -2.18
C 1.11 -4.37 -0.99
H 0.71 -5.18 7.26
O 3.19 -0.75 2.08
H -6.30 0.86 -4.56
C -2.96 0.08 -4.48
H -2.89 7.49 -0.89
H 4.84 1.40 -1.93
H 2.89 -0.11 -1.22
H -3.27 5.22 -1.07
C 3.94 1.33 -2.52
H -4.32 1.94 -6.47
H 0.73 1.28 -4.82
C 5.50 -0.35 1.70
H -3.54 -0.95 -6.32
H 2.93 -4.53 0.37
H -1.51 -2.28 -6.35
C -4.31 2.82 -0.42

---

(3)
DFT (ωB97M-V with the def2-TZVPD basis set) results for a molecular structure, C5H10KO3 in a non-equilibrium geometry.

Output
- molar mass (g mol⁻¹) = 157.2
- energy (eV) = -27807.207
- multiplicity = 1
- Kohn-Sham gap (alpha / beta) (eV) = 4.249 / 4.034
- LUMO level (alpha / beta) (eV) = 2.07 / 2.08
- charge = -1
- HOMO level (alpha / beta) (eV) = -2.2 / -2.0
- energy relative to the best compared isomer or geometry (same formula, charge and spin) (kJ/mol) = 438.5

Cartesian coordinates (Å):
H -2.42 -2.27 -1.77
C -0.45 1.07 0.38
O 2.40 1.57 -1.11
H 1.90 0.51 -0.07
C 3.03 1.20 0.12
H -2.62 0.84 0.18
H -1.81 -0.41 1.16
O 2.23 -1.11 0.72
C 2.99 -0.08 1.01
H 4.05 -0.37 1.18
H -0.66 2.13 0.16
H -0.05 0.99 1.40
C -2.63 -1.61 -0.92
C -1.69 0.24 0.28
O -1.64 -0.62 -0.88
H -3.63 -1.15 -1.03
H -2.63 -2.23 0.00
H 2.87 2.00 0.89
K 0.76 -0.69 -1.69

---

(4)
DFT (ωB97M-V with the def2-TZVPD basis set) results for a molecular structure, C12H28BeCl6Cs2FN2O9S2 in a non-equilibrium geometry.

Output
- molar mass (g mol⁻¹) = 915.0
- energy (eV) = -135301.156
- multiplicity = 1
- Kohn-Sham gap (eV) = 1.451
- LUMO level (eV) = -4.35
- charge = +1
- HOMO level (eV) = -5.8
- energy relative to the best compared isomer or geometry (same formula, charge and spin) (kJ/mol) = 341.9

Cartesian coordinates (Å):
Cl 0.08 -6.27 -1.73
H -2.30 -2.07 1.19
H 5.46 -6.94 -1.06
S -0.39 1.87 2.18
O -2.45 -4.96 0.44
C 1.16 7.56 3.58
C -0.45 -2.56 0.06
Cl 2.94 -6.77 -1.64
C -1.80 0.47 -2.83
O 2.07 -3.26 0.27
H -0.04 -0.41 -3.72
H 0.69 8.70 1.02
O -1.98 -0.62 -1.93
H 0.14 2.25 -0.14
O 1.16 4.33 2.52
H -1.53 -0.81 -4.56
H 1.33 -1.94 -1.26
H -0.97 7.41 3.25
C -1.01 -0.01 -4.03
O 1.42 6.19 3.82
Cl 1.19 -8.57 -3.11
H 1.48 0.71 3.12
C -0.04 7.51 2.68
Cl 0.98 -11.63 -2.10
H -1.33 -1.54 2.52
H 0.83 -3.76 -1.48
H 1.98 -2.82 1.16
F 0.01 -5.95 1.21
C 1.48 -6.88 -2.65
H 1.97 2.26 2.40
Cs -1.27 -7.29 2.42
O -1.19 0.65 1.84
O 6.17 -6.46 -0.68
H -1.23 3.25 0.42
C -0.14 8.70 1.74
C 0.98 -2.91 -0.66
H -3.76 0.25 -3.73
H -2.49 -1.31 -2.39
H -0.83 0.81 -4.74
H -1.30 -2.90 -0.68
H 2.04 8.01 3.11
H -0.52 -1.38 0.12
S -1.25 -4.77 1.44
Cl 1.49 -10.71 -4.19
H -0.14 9.64 2.29
N -1.69 -2.37 2.00
O 0.17 6.31 1.95
Be -2.54 3.77 -3.44
H 0.95 8.09 4.52
H 0.43 3.70 0.86
C 1.34 1.38 2.27
C 0.94 5.50 2.75
H -1.23 1.24 -2.29
C -3.16 1.02 -3.23
N -0.63 -3.12 1.46
O -1.87 -4.99 2.87
H -3.72 1.35 -2.35
H -3.05 1.87 -3.91
Cs 3.39 4.70 1.98
H -1.06 8.64 1.15
Cl 1.70 -5.89 -4.12
C -0.24 2.86 0.68
H 1.63 0.85 1.35

---

What is the molar mass in the first record? 167.1 g mol⁻¹